[1]
15
Properties=species:S:1:pos:R:3:forces:R:3:lowdin_charge:R:1 method="wB97M-V/def2-TZVPD" spin_multiplicity=1 relative_energy_ev=2.725 homo_ev=-8.57
C -1.175 -0.397 1.429 0.0 -0.1 0.0 -0.1200
C -0.616 0.883 0.803 0.1 -0.1 0.0 -0.2902
C 0.885 0.831 0.733 -0.3 0.3 0.2 -0.0921
C 0.627 -1.174 -2.182 0.0 0.0 0.0 -0.0552
O 1.340 2.013 1.097 0.2 -0.2 -0.1 0.0116
H -0.861 -0.490 2.474 0.0 0.0 -0.2 0.0717
H -0.813 -1.278 0.891 -0.1 0.1 0.1 0.0670
H -2.269 -0.398 1.406 0.2 0.0 0.0 0.0702
H -0.936 0.932 -0.251 0.1 0.0 0.1 0.1097
H -0.990 1.788 1.304 0.1 -0.1 -0.1 0.1045
H 1.002 -0.757 -1.241 -0.1 -0.1 -0.2 -0.0261
H 0.605 -2.265 -2.121 0.0 0.2 0.0 0.0169
H -0.385 -0.803 -2.372 0.1 -0.1 0.0 0.0153
H 1.280 -0.871 -3.005 -0.1 -0.1 0.1 0.0158
H 2.307 1.986 1.034 -0.2 0.1 0.0 0.1009

***

[2]
15
Properties=species:S:1:pos:R:3:forces:R:3:lowdin_charge:R:1 method="wB97M-V/def2-TZVPD" spin_multiplicity=1 relative_energy_ev=2.401 homo_ev=-9.89 smiles="[H][H].CC=O.C=C"
C -1.687 0.868 1.062 0.2 0.1 0.0 -0.0868
C -0.463 1.370 0.949 -0.2 0.0 0.0 -0.0982
C 0.765 -0.889 -0.818 0.2 -0.2 0.2 -0.3583
C 1.769 0.126 -1.300 0.0 0.0 0.1 -0.0637
O 1.011 -1.720 0.025 -0.1 0.4 -0.4 -0.0111
H -1.838 -2.225 0.896 0.0 -0.1 0.0 0.0451
H -2.495 1.171 0.400 0.1 0.0 0.1 0.0519
H -1.930 0.127 1.819 0.1 0.1 -0.1 0.0376
H -0.216 2.113 0.193 -0.1 -0.1 0.1 0.0491
H 0.344 1.056 1.608 -0.1 0.0 -0.1 0.0611
H -0.233 -0.852 -1.302 0.1 -0.1 0.1 0.1118
H 1.288 1.075 -1.552 0.0 -0.2 0.0 0.0666
H 2.539 0.274 -0.539 -0.1 0.0 -0.1 0.0843
H 2.248 -0.257 -2.210 -0.1 0.0 0.1 0.0845
H -1.103 -2.237 0.768 -0.1 0.0 0.0 0.0261

***

[3]
15
Properties=species:S:1:pos:R:3:forces:R:3:lowdin_charge:R:1 method="wB97M-V/def2-TZVPD" spin_multiplicity=1 relative_energy_ev=2.328 homo_ev=-10.01 smiles="[H][H].CC=O.C=C"
C 1.870 -0.462 -0.851 -0.1 -0.1 0.1 -0.0732
C 1.227 -1.509 -0.344 0.1 0.1 -0.1 -0.0832
C -1.175 0.750 0.108 0.1 -0.1 0.3 -0.3479
C -2.079 -0.312 -0.451 0.0 -0.1 0.1 -0.0614
O -0.738 0.746 1.236 -0.3 0.0 -0.5 -0.0174
H 1.624 2.719 1.154 0.0 0.0 0.0 0.0410
H 2.397 -0.516 -1.801 -0.1 0.0 0.1 0.0478
H 1.905 0.490 -0.325 0.0 -0.2 -0.1 0.0236
H 1.198 -2.467 -0.858 0.0 0.1 0.1 0.0497
H 0.709 -1.444 0.610 0.1 0.0 -0.1 0.0469
H -0.913 1.572 -0.591 0.0 -0.1 0.1 0.1181
H -1.609 -0.757 -1.336 -0.1 0.1 0.1 0.0773
H -2.261 -1.083 0.301 0.0 0.1 -0.1 0.0833
H -3.029 0.132 -0.771 0.1 0.0 0.0 0.0807
H 1.042 2.273 1.290 0.1 0.1 0.0 0.0149